{"formula": "CH3NO2", "method": "wB97M-V/def2-TZVPD", "relative_energy_ev": 0.8236, "e_homo_ev": -10.68, "orbital_gap_ha": 0.4043, "lumo_ev": 0.325, "smiles": "NC(=O)O", "e_tot_ha": -245.14887, "symbols": ["O", "N", "H", "H", "O", "C", "H"], "xyz": [[1.453, 0.254, 0.005], [-0.825, -0.413, -0.150], [1.747, -0.668, -0.287], [-1.792, -0.265, 0.357], [-0.262, 1.778, -0.063], [0.091, 0.607, -0.028], [-0.412, -1.293, 0.166]], "nbo_charge": [-0.72, -0.85, 0.49, 0.42, -0.59, 0.88, 0.37]}